No. 1
Molecular formula: C17H19BrN4O
Method: DFT, ωB97M-V with the def2-TZVPD basis set

Each line ends with the natural charge from an NBO analysis.
Atoms and positions in Å:
O1 1.769 1.875 -0.042  -0.630
C1 0.651 1.599 -0.424  0.691
C2 0.316 1.381 -1.902  -0.313
N1 0.608 0.066 -2.433  -0.430
C3 1.996 -0.326 -2.501  -0.226
C4 2.599 -0.720 -1.131  -0.244
N2 1.543 -1.206 -0.275  -0.423
C5 1.536 -1.056 1.074  0.417
C6 2.643 -0.553 1.785  -0.295
C7 2.543 -0.408 3.149  -0.143
C8 1.367 -0.775 3.800  -0.326
C9 0.344 -1.277 3.023  0.052
N3 0.409 -1.410 1.707  -0.530
C10 0.507 -1.941 -0.959  -0.245
C11 -0.225 -1.030 -1.969  -0.228
N4 -0.354 1.432 0.482  -0.664
C12 -1.726 1.214 0.270  0.178
C13 -2.307 0.017 0.684  -0.249
C14 -3.659 -0.209 0.503  -0.195
C15 -4.453 0.757 -0.095  -0.203
C16 -3.897 1.960 -0.494  -0.235
C17 -2.545 2.188 -0.300  -0.110
Br1 -1.813 3.884 -0.785  0.066
H1 -0.740 1.572 -2.097  0.213
H2 0.912 2.101 -2.472  0.225
H3 2.046 -1.174 -3.191  0.192
H4 2.573 0.495 -2.929  0.214
H5 3.047 0.163 -0.675  0.239
H6 3.377 -1.485 -1.271  0.181
H7 3.556 -0.292 1.279  0.224
H8 3.379 -0.021 3.713  0.216
H9 1.261 -0.679 4.868  0.219
H10 -0.596 -1.588 3.465  0.188
H11 -0.183 -2.333 -0.214  0.251
H12 0.974 -2.781 -1.489  0.182
H13 -0.509 -1.629 -2.844  0.191
H14 -1.137 -0.627 -1.531  0.207
H15 -0.038 1.372 1.443  0.417
H16 -1.666 -0.725 1.137  0.257
H17 -4.092 -1.143 0.825  0.218
H18 -5.507 0.583 -0.244  0.220
H19 -4.507 2.728 -0.941  0.232

Summary:
- HOMO energy (eV) = -7.8
- LUMO energy (eV) = 0.7763
- SMILES = O=C(CN1CCN(c2ccccn2)CC1)Nc1ccccc1Br
- electronic energy (eV) = -95988.083
- frontier orbital gap (eV) = 8.572



No. 2
Molecular formula: C17H19ClN2O2S
Method: DFT, ωB97M-V with the def2-TZVPD basis set

Each line ends with the natural charge from an NBO analysis.
Atoms and positions in Å:
C1 -2.553 -4.224 -0.604  -0.253
O1 -1.750 -3.510 0.307  -0.492
C2 -0.673 -2.832 -0.169  0.319
C3 -0.281 -2.782 -1.500  -0.336
C4 0.830 -2.033 -1.854  -0.156
C5 1.560 -1.334 -0.910  0.029
N1 2.685 -0.569 -1.293  -0.614
C6 2.859 0.745 -0.991  0.314
S1 4.359 1.429 -1.093  -0.292
N2 1.748 1.441 -0.697  -0.610
C7 1.720 2.825 -0.313  -0.209
C8 0.786 3.030 0.889  -0.428
C9 -0.613 2.629 0.521  -0.035
C10 -1.445 3.501 -0.172  -0.153
C11 -2.704 3.106 -0.586  -0.236
C12 -3.138 1.818 -0.313  -0.049
Cl1 -4.705 1.312 -0.843  0.003
C13 -2.331 0.933 0.381  -0.215
C14 -1.078 1.347 0.794  -0.228
C15 1.179 -1.405 0.446  0.311
O2 1.957 -0.711 1.319  -0.495
C16 1.750 -0.886 2.700  -0.252
C17 0.068 -2.148 0.799  -0.317
H1 -3.344 -4.675 -0.008  0.203
H2 -2.997 -3.560 -1.353  0.180
H3 -1.985 -5.012 -1.107  0.178
H4 -0.823 -3.312 -2.265  0.225
H5 1.140 -1.988 -2.886  0.226
H6 3.521 -1.056 -1.583  0.422
H7 0.860 0.960 -0.731  0.407
H8 2.744 3.116 -0.067  0.248
H9 1.375 3.440 -1.154  0.190
H10 0.818 4.082 1.176  0.221
H11 1.148 2.427 1.722  0.216
H12 -1.105 4.502 -0.390  0.209
H13 -3.345 3.789 -1.121  0.228
H14 -2.674 -0.068 0.593  0.229
H15 -0.454 0.660 1.344  0.217
H16 1.828 -1.939 2.986  0.184
H17 0.778 -0.496 3.020  0.172
H18 2.542 -0.318 3.186  0.210
H19 -0.259 -2.233 1.822  0.228

Summary:
- HOMO energy (eV) = -7.9
- LUMO energy (eV) = 0.5702
- SMILES = COc1ccc(NC(=S)NCCc2ccc(Cl)cc2)c(OC)c1
- electronic energy (eV) = -48370.471
- frontier orbital gap (eV) = 8.427



No. 3
Molecular formula: C17H19ClN2O3S
Method: DFT, ωB97M-V with the def2-TZVPD basis set

Each line ends with the natural charge from an NBO analysis.
Atoms and positions in Å:
C1 0.110 -2.126 0.788  -0.659
C2 -0.880 -1.058 0.442  0.028
C3 -2.234 -1.358 0.383  -0.283
C4 -3.202 -0.409 0.049  0.210
C5 -2.766 0.900 -0.250  0.217
C6 -1.422 1.209 -0.179  -0.192
C7 -0.491 0.247 0.171  -0.361
S1 1.211 0.772 0.203  2.303
O1 1.285 2.182 -0.039  -0.951
O2 1.888 0.266 1.371  -0.944
N1 1.799 0.000 -1.184  -0.847
C8 2.987 0.639 -1.731  -0.256
C9 4.116 0.660 -0.734  -0.100
C10 4.472 1.836 -0.089  -0.119
C11 5.458 1.847 0.881  -0.224
C12 6.106 0.673 1.226  -0.195
C13 5.763 -0.514 0.603  -0.227
C14 4.773 -0.508 -0.363  -0.019
Cl1 4.348 -2.013 -1.115  -0.018
O3 -3.631 1.904 -0.598  -0.481
C15 -4.914 1.465 -0.971  -0.068
C16 -5.440 0.425 0.016  -0.236
N2 -4.547 -0.710 -0.020  -0.433
C17 -5.046 -1.968 0.472  -0.403
H1 -0.348 -2.880 1.425  0.221
H2 0.457 -2.623 -0.119  0.215
H3 0.964 -1.695 1.301  0.257
H4 -2.539 -2.366 0.613  0.213
H5 -1.088 2.211 -0.389  0.255
H6 1.981 -0.971 -0.965  0.396
H7 3.271 0.102 -2.641  0.225
H8 2.694 1.659 -1.982  0.232
H9 3.949 2.745 -0.343  0.218
H10 5.716 2.771 1.374  0.216
H11 6.872 0.674 1.986  0.217
H12 6.251 -1.439 0.868  0.225
H13 -5.547 2.354 -0.987  0.199
H14 -4.882 1.023 -1.977  0.177
H15 -6.441 0.106 -0.280  0.208
H16 -5.490 0.874 1.019  0.185
H17 -4.868 -2.100 1.546  0.186
H18 -6.118 -2.012 0.290  0.208
H19 -4.576 -2.790 -0.069  0.205

Summary:
- HOMO energy (eV) = -7.9
- LUMO energy (eV) = 0.6508
- SMILES = Cc1cc2c(cc1S(=O)(=O)NCc1ccccc1Cl)OCCN2C
- electronic energy (eV) = -50417.380
- frontier orbital gap (eV) = 8.525



No. 4
Molecular formula: C17H19ClN4O3S
Method: DFT, ωB97M-V with the def2-TZVPD basis set

Each line ends with the natural charge from an NBO analysis.
Atoms and positions in Å:
C1 -1.949 0.704 -3.971  -0.416
N1 -1.552 0.165 -2.680  -0.453
C2 -0.356 0.640 -2.127  0.657
O1 0.334 1.466 -2.690  -0.613
C3 -0.106 0.023 -0.862  -0.096
C4 -0.960 -0.911 -0.303  0.378
N2 -0.497 -1.322 0.901  -0.581
C5 0.635 -0.650 1.075  0.257
S1 1.655 -0.776 2.471  0.263
C6 0.735 -2.014 3.453  -0.510
C7 1.241 -3.437 3.261  -0.439
C8 1.032 -3.983 1.842  -0.062
O2 -0.316 -4.066 1.474  -0.753
N3 0.927 0.170 0.045  -0.323
C9 2.031 1.078 -0.096  -0.230
C10 1.578 2.516 -0.079  -0.076
C11 0.445 2.907 0.623  -0.145
C12 0.015 4.221 0.612  -0.224
C13 0.720 5.172 -0.105  -0.197
C14 1.859 4.808 -0.799  -0.220
C15 2.282 3.490 -0.780  -0.012
Cl1 3.719 3.070 -1.640  0.010
N4 -2.093 -1.323 -0.924  -0.410
C16 -2.946 -2.326 -0.324  -0.421
C17 -2.421 -0.778 -2.153  0.796
O3 -3.427 -1.104 -2.743  -0.626
H1 -2.023 -0.101 -4.701  0.214
H2 -1.191 1.424 -4.272  0.243
H3 -2.922 1.188 -3.885  0.214
H4 -0.311 -1.912 3.172  0.249
H5 0.871 -1.702 4.489  0.234
H6 2.304 -3.486 3.502  0.209
H7 0.697 -4.075 3.960  0.218
H8 1.426 -5.002 1.796  0.186
H9 1.596 -3.367 1.125  0.156
H10 -0.641 -3.157 1.337  0.492
H11 2.527 0.876 -1.051  0.249
H12 2.736 0.887 0.720  0.234
H13 -0.111 2.170 1.186  0.207
H14 -0.871 4.500 1.161  0.217
H15 0.385 6.198 -0.125  0.219
H16 2.420 5.540 -1.359  0.228
H17 -2.405 -3.268 -0.224  0.217
H18 -3.807 -2.457 -0.975  0.254
H19 -3.267 -1.993 0.663  0.208

Summary:
- HOMO energy (eV) = -8.2
- LUMO energy (eV) = 0.4762
- SMILES = Cn1c(=O)c2c(nc(SCCCO)n2Cc2ccccc2Cl)n(C)c1=O
- electronic energy (eV) = -53400.090
- frontier orbital gap (eV) = 8.717



No. 5
Molecular formula: C17H19ClO2S4TeY
Method: DFT, ωB97M-V with the def2-TZVPD basis set

Each line ends with the natural charge from an NBO analysis.
Atoms and positions in Å:
Y1 0.402 1.960 1.439  1.561
C1 -0.813 -3.305 -0.337  -0.594
C2 -1.239 -1.931 0.187  -0.274
C3 -2.756 -1.825 0.289  -0.609
C4 -0.608 -0.846 -0.661  0.105
C5 -1.236 -0.247 -1.747  -0.248
C6 -0.588 0.727 -2.498  -0.185
C7 0.700 1.150 -2.190  -0.015
C8 1.346 2.289 -2.924  -0.633
C9 1.347 0.525 -1.126  -0.207
C10 0.700 -0.458 -0.377  -0.331
H1 -1.207 -4.100 0.301  0.203
H2 0.274 -3.395 -0.367  0.218
H3 -1.197 -3.460 -1.350  0.196
H4 -0.824 -1.812 1.194  0.226
H5 -3.238 -2.013 -0.675  0.189
H6 -3.059 -0.841 0.643  0.241
H7 -3.130 -2.575 0.988  0.207
H8 -2.251 -0.525 -2.006  0.214
H9 -1.110 1.195 -3.325  0.205
H10 1.157 3.223 -2.389  0.248
H11 0.948 2.388 -3.934  0.207
H12 2.427 2.161 -2.985  0.216
H13 2.370 0.796 -0.881  0.231
H14 1.231 -0.956 0.427  0.257
S1 2.225 6.087 2.565  -0.125
C11 1.596 4.620 2.160  -0.483
S2 2.289 3.678 0.841  -0.344
S3 0.202 3.971 3.042  -0.305
Cl1 -4.718 1.543 0.171  -0.055
C12 -3.357 2.547 -0.367  -0.479
C13 -2.025 2.214 0.275  0.770
O1 -1.029 2.792 -0.237  -0.750
O2 -1.926 1.444 1.262  -0.742
H15 -3.588 3.585 -0.136  0.244
H16 -3.252 2.444 -1.443  0.234
Te1 1.438 0.001 3.588  -0.185
C14 2.317 -1.541 2.452  -0.470
C15 1.880 -2.821 2.249  -0.334
C16 2.711 -3.574 1.370  -0.266
C17 3.773 -2.857 0.911  -0.454
S4 3.765 -1.269 1.561  0.446
H17 0.981 -3.206 2.709  0.225
H18 2.521 -4.602 1.092  0.215
H19 4.552 -3.182 0.240  0.228

Summary:
- HOMO energy (eV) = -4.7
- LUMO energy (eV) = 2.4492
- charge = -1
- electronic energy (eV) = -86239.381
- frontier orbital gap (eV) = 7.112



No. 6
Molecular formula: C17H19ClO3
Method: DFT, ωB97M-V with the def2-TZVPD basis set

Each line ends with the natural charge from an NBO analysis.
Atoms and positions in Å:
C1 1.677 2.184 -2.246  -0.251
O1 2.016 1.405 -1.127  -0.537
C2 1.144 1.371 -0.057  0.299
C3 -0.080 2.023 -0.071  -0.312
C4 -0.943 2.005 1.016  -0.015
C5 -2.249 2.738 0.945  -0.629
C6 -0.557 1.315 2.152  -0.220
C7 0.647 0.640 2.174  -0.214
C8 1.512 0.637 1.086  0.231
O2 2.687 -0.030 1.306  -0.503
C9 3.419 -0.650 0.272  -0.063
C10 2.817 -1.977 -0.211  -0.447
C11 1.611 -1.806 -1.135  -0.074
O3 0.445 -1.729 -0.339  -0.495
C12 -0.683 -1.186 -0.847  0.282
C13 -0.846 -0.714 -2.145  -0.254
C14 -2.041 -0.133 -2.538  -0.215
C15 -3.098 -0.027 -1.656  -0.241
C16 -2.967 -0.524 -0.369  -0.211
C17 -1.777 -1.100 0.026  -0.072
Cl1 -1.614 -1.743 1.613  0.025
H1 1.556 3.239 -1.980  0.182
H2 2.516 2.083 -2.935  0.197
H3 0.764 1.823 -2.731  0.177
H4 -0.386 2.571 -0.949  0.217
H5 -2.753 2.530 0.003  0.217
H6 -2.899 2.443 1.764  0.214
H7 -2.084 3.814 1.010  0.216
H8 -1.202 1.286 3.017  0.211
H9 0.952 0.084 3.047  0.224
H10 3.571 0.025 -0.575  0.194
H11 4.389 -0.857 0.736  0.189
H12 2.507 -2.565 0.654  0.228
H13 3.596 -2.522 -0.745  0.214
H14 1.740 -0.899 -1.733  0.186
H15 1.524 -2.667 -1.814  0.179
H16 -0.044 -0.802 -2.861  0.213
H17 -2.140 0.233 -3.549  0.214
H18 -4.026 0.428 -1.965  0.217
H19 -3.785 -0.469 0.332  0.229

Summary:
- HOMO energy (eV) = -7.8
- LUMO energy (eV) = 0.7031
- SMILES = COc1cc(C)ccc1OCCCOc1ccccc1Cl
- electronic energy (eV) = -36601.395
- frontier orbital gap (eV) = 8.545



Table of energy above the lowest of the compared OMol25 structures with the same formula, charge and spin (kJ/mol), in record order: 70.52 135.59 99.54 0.00 0.00 14.53